ORCA calculation (the ωB97M-V functional and the def2-TZVPD basis) on a 2-piece molecular cluster, C4H11B overall.

As for the LUMO energy: -0.209 eV. The calculation puts the energy relative to the best compared isomer or geometry (same formula, charge and spin) at 524.8 kJ/mol. The value obtained for the electronic energy is -4997.2885 eV. As for the charge: 0. The value obtained for the HOMO-LUMO gap is 0.28450 hartree. Its HOMO energy is -7.95 eV.

Cartesian coordinates (Å):
1 C -0.658 -1.501 0.378
2 C -1.162 0.557 -0.837
3 C 0.429 0.741 1.064
4 C -0.817 0.020 0.589
5 B 2.471 0.614 -0.644
6 H 0.398 1.868 0.943
7 H -2.044 0.179 -1.283
8 H -0.312 0.299 -1.522
9 H -0.341 -1.932 1.228
10 H 0.871 0.271 2.030
11 H 0.132 -1.558 -0.373
12 H 2.770 -0.559 -0.711
13 H -1.176 1.625 -0.626
14 H 3.169 1.518 -1.040
15 H -1.594 -1.814 0.171
16 H -1.689 0.420 1.139

Force components x, y, z for each atom (eV/Å):
1.713 3.920 -0.462
2.296 0.556 0.881
1.969 0.086 -0.407
0.390 0.489 -2.260
-1.300 -0.770 1.930
0.018 -1.520 0.751
-1.138 -0.257 -0.129
-0.576 0.424 0.494
1.229 -1.842 3.038
-0.509 1.283 -1.726
-0.456 -0.565 -0.209
-0.162 0.653 -0.239
-0.345 0.307 -1.022
-0.665 -0.216 0.150
-2.756 -1.691 -1.383
0.294 -0.856 0.593

ORCA calculation (the ωB97M-V functional and the def2-TZVPD basis) on a single C4H11BN2 molecule.

As for the LUMO energy: 0.764 eV. The calculation puts the energy relative to the best compared isomer or geometry (same formula, charge and spin) at 169.8 kJ/mol. The value obtained for the electronic energy is -7983.7926 eV. As for the charge: 0. The value obtained for the HOMO-LUMO gap is 0.32266 hartree. Its HOMO energy is -8.02 eV.

Cartesian coordinates (Å):
1 N 1.205 0.915 -0.392
2 N -0.641 -0.226 0.379
3 C -1.129 0.979 -0.114
4 C 0.145 1.885 -0.416
5 C -1.745 -1.118 0.663
6 C 1.879 -1.471 -0.051
7 B 0.727 -0.352 0.071
8 H -1.622 0.935 -1.020
9 H 2.113 -1.559 -1.135
10 H 0.172 2.574 0.369
11 H 1.623 -2.434 0.343
12 H 0.165 2.396 -1.400
13 H -1.807 1.333 0.553
14 H -1.435 -2.194 0.578
15 H 2.232 1.265 -0.508
16 H 2.846 -1.212 0.422
17 H -2.528 -0.837 -0.040
18 H -2.202 -0.879 1.700

Force components x, y, z for each atom (eV/Å):
2.340 0.905 -0.070
0.281 -2.295 0.193
3.144 2.260 -1.472
-0.999 -0.927 -0.719
0.187 -0.358 1.381
-0.237 0.133 -0.082
2.600 -0.101 -0.491
-1.386 -0.889 -2.223
-0.269 -0.136 0.604
0.555 1.527 1.172
-0.158 -0.751 0.041
-0.658 -0.078 0.579
-1.897 1.963 2.160
-0.531 1.016 0.190
-2.947 -1.212 0.359
-0.590 0.252 -0.061
-0.239 -0.680 -0.208
0.805 -0.627 -1.352

ORCA calculation (the ωB97M-V functional and the def2-TZVPD basis) on a single C4H11BO2 molecule.

As for the LUMO energy: 0.507 eV. The calculation puts the energy relative to the best compared isomer or geometry (same formula, charge and spin) at 0.0 kJ/mol. The value obtained for the electronic energy is -9100.5488 eV. As for the charge: 0. The value obtained for the HOMO-LUMO gap is 0.40013 hartree. Its HOMO energy is -10.38 eV.

Cartesian coordinates (Å):
1 O 1.798 -0.631 -0.356
2 O 2.291 0.883 1.413
3 C -0.749 -1.385 -0.758
4 C -0.111 0.116 1.181
5 C -1.060 -0.097 0.001
6 C -0.942 1.020 -1.017
7 B 1.385 0.115 0.707
8 H -1.204 1.997 -0.598
9 H 2.770 -0.556 -0.485
10 H -0.315 1.065 1.713
11 H 0.298 -1.473 -1.050
12 H 0.104 1.068 -1.389
13 H -2.101 -0.088 0.360
14 H -1.074 -2.243 -0.179
15 H -1.559 0.859 -1.893
16 H -1.327 -1.416 -1.723
17 H -0.205 -0.679 1.916
18 H 2.004 1.444 2.156

Force components x, y, z for each atom (eV/Å):
2.167 0.429 0.202
0.674 0.069 -0.094
-1.224 -0.480 -0.998
0.056 0.262 -0.448
-0.399 0.063 -0.474
0.845 0.834 -0.027
-0.201 0.884 1.246
0.085 -0.030 -0.019
-0.807 -0.002 0.103
-0.073 -0.356 -0.231
-0.649 -0.127 0.238
-0.500 0.113 0.168
0.204 -0.294 -0.071
0.173 -0.367 0.091
-0.262 -0.134 -0.060
0.278 0.043 0.923
-0.195 -0.241 0.185
-0.172 -0.664 -0.735

ORCA calculation (the ωB97M-V functional and the def2-TZVPD basis) on a 2-piece molecular cluster, C4H11BS3 overall.

As for the LUMO energy (spin up / spin down): 0.298 / -4.079 eV. The calculation puts the energy relative to the best compared isomer or geometry (same formula, charge and spin) at 233.3 kJ/mol. Its spin multiplicity is 3. The value obtained for the electronic energy is -37504.0399 eV. As for the charge: 0. The value obtained for the HOMO-LUMO gap (spin up / spin down) is 0.18189 / 0.17028 hartree. Its HOMO energy (spin up / spin down) is -4.65 / -8.71 eV.

Cartesian coordinates (Å):
1 S -2.581 3.462 0.272
2 S -1.735 0.659 1.051
3 S 0.345 2.935 1.258
4 C 0.469 -0.263 -2.123
5 C 1.891 0.631 -0.233
6 C 2.023 -1.803 -0.937
7 C 1.388 -0.393 -0.922
8 B -1.252 2.436 0.812
9 H -2.089 4.869 0.277
10 H -0.498 0.197 0.829
11 H 1.182 -0.314 -2.976
12 H 0.063 0.778 -2.144
13 H 1.971 -2.341 -1.889
14 H 1.575 -2.361 -0.067
15 H 1.342 1.547 -0.343
16 H 3.105 -1.694 -0.547
17 H 0.206 4.265 1.407
18 H -0.289 -1.016 -2.273
19 H 2.694 0.655 0.520

Force components x, y, z for each atom (eV/Å):
-1.157 3.259 -0.886
0.076 0.384 0.697
2.106 0.419 0.735
0.872 2.246 0.087
-0.858 -0.061 0.208
1.301 0.768 3.005
1.340 -1.893 -1.406
-0.637 -0.504 -0.636
-0.525 -2.783 0.174
0.293 -0.482 -0.289
-0.605 -0.086 0.252
-0.142 -0.868 -0.118
-0.068 0.179 0.372
0.051 -0.030 -1.188
0.289 0.395 -0.200
-1.416 -0.294 -1.053
-0.320 0.106 0.500
-0.231 -0.251 0.277
-0.370 -0.503 -0.530